[1]
Entry from the OMol25 dataset: 5 unconnected molecules or ions with the total composition C24H29FN5 (wB97M-V/def2-TZVPD).

Geometry as XYZ:
```
59
Properties=species:S:1:pos:R:3
C 2.74953 -1.81322 -5.91793
F 0.68675 -1.99937 -1.11711
H -1.52163 3.06195 3.32936
H -5.05315 6.60182 1.45365
C 2.49812 -0.59108 -0.71934
H 2.25547 1.18051 0.52370
H 4.07245 -1.62341 0.32334
C 1.60570 4.07307 4.11995
C -1.88663 -6.11628 0.79770
C 0.08322 -4.81326 -0.53859
H -4.39782 1.77663 1.22884
N 1.08495 -0.53740 -0.91864
C -1.19243 -4.26484 -0.53828
C 2.87600 0.83047 -0.29830
C -0.58195 -6.57664 0.73926
H -3.20184 -4.53313 0.16893
H 3.02353 -2.02908 2.38803
H -0.31831 5.00892 4.34165
C 1.61498 0.13717 -6.15887
C 2.31998 -1.64799 1.64364
H 0.30426 0.74195 -4.56659
C 2.97813 -1.67273 0.25904
H 2.74915 -2.63613 -0.19969
H 0.82350 -1.27066 -3.18928
N 2.48170 -0.74141 -6.66297
H -0.18329 1.09449 2.59511
H -6.84723 5.20020 0.42416
H 1.98559 -0.65188 1.92784
C 0.99334 -0.00900 -4.92848
C -4.58435 2.84421 1.26215
C -2.19477 -4.93154 0.14257
C -5.94463 4.74681 0.81398
H 1.45418 -2.31088 1.62921
C 0.29902 1.96072 3.03593
H 3.33315 2.84807 3.73138
H 3.46245 -2.51309 -6.34356
H 1.41390 1.00518 -6.77985
C 1.27684 -1.13294 -4.16800
C 0.22488 4.13371 4.00521
H 3.93257 0.86883 -0.02232
H 2.17131 4.89182 4.54520
C -0.44642 3.05689 3.44980
N 1.62322 1.88850 3.13656
H -6.50474 2.72853 0.30924
C -3.81433 4.89660 1.86500
H -0.29879 -7.49649 1.24227
C -4.95182 5.52732 1.38397
C 2.17927 -2.05429 -4.67681
H -1.37110 -3.33165 -1.05263
C 2.25290 2.93256 3.66850
H -3.01060 5.47139 2.31372
H 0.89020 -4.30545 -1.05049
N 0.39662 -5.94873 0.08787
H -2.63946 -6.66947 1.34450
H 2.43785 -2.94257 -4.11664
C -5.75873 3.37573 0.74945
H 2.71279 1.47544 -1.16342
H 3.07976 -0.77620 -1.66547
N -3.62327 3.58128 1.81253
```

Calculated values
highest occupied orbital energy	-2.263	eV
relative energy (zero: lowest compared OMol25 entry of this formula, charge and spin)	0.080	eV
HOMO-LUMO gap	4.557	eV
total energy	-1305.479843	Eh
max |F|	0.60	eV/Å
net charge	-1

=====

[2]
Entry from the OMol25 dataset: a single C5H11N molecule (wB97M-V/def2-TZVPD).

Geometry as XYZ:
```
17
Properties=species:S:1:pos:R:3
N -0.45533 -0.60093 0.57118
H 0.62960 -0.63836 -1.31545
H 0.15217 -2.27280 -0.66421
C 1.97256 0.37554 0.79976
H 1.93475 0.92985 -0.14311
C -1.06496 0.67467 0.20547
H 1.17155 -1.49794 1.60016
H 2.98005 -0.04756 0.90580
H -0.32307 1.47212 0.02177
C -1.95802 0.43904 -1.02629
C 0.96792 -0.75623 0.83070
C 0.36517 -1.23063 -0.44000
H 1.81622 1.08910 1.61757
H -2.96862 0.85303 -0.93496
H -1.65646 1.00308 1.06519
H -1.49368 0.84883 -1.92899
H -2.06986 -0.64079 -1.16460
```

Calculated values
highest occupied orbital energy	-8.815	eV
SMILES string	CCN1C[C@H]1C
relative energy (zero: lowest compared OMol25 entry of this formula, charge and spin)	1.422	eV
HOMO-LUMO gap	10.001	eV
total energy	-251.810256	Eh
max |F|	0.39	eV/Å

=====

[3]
Entry from the OMol25 dataset: a molecular structure, C23H40AsGeN3O3PS2Sn (wB97M-V/def2-TZVPD).

Geometry as XYZ:
```
75
Properties=species:S:1:pos:R:3
As 1.32905 -0.99954 -3.70903
Ge 3.36946 -2.77542 1.66266
H 1.08358 1.78734 1.65064
H 5.21095 -3.69283 0.16426
H 3.78299 -0.31037 -3.74131
C 2.75809 -4.49769 2.31991
C -4.54448 -2.65543 -3.00594
C 1.90392 -1.69954 -5.44543
C -1.53357 5.55966 -1.49732
H -4.02817 -1.49928 -4.75651
H 3.04159 0.05991 -2.16979
H -3.52312 3.03469 3.68170
C -0.61788 -0.77995 2.73194
C 0.30807 0.36458 4.61318
H 1.81393 -4.39688 2.85712
H 2.32459 -2.69622 -5.31673
H 1.04406 -1.77278 -6.11044
H 2.39882 -1.41929 3.58867
C -3.13241 -2.25785 -1.14067
C 2.20265 -2.15209 0.25415
C -2.51225 3.79249 1.94896
H 4.13286 -1.70410 3.83461
C -4.21004 -2.92849 -1.69080
P -1.29447 3.17522 -0.31875
C -2.61609 2.83455 3.10781
C -2.71139 -2.50071 0.29418
H 1.57967 -2.79890 -0.35643
C -1.38197 -1.92685 2.12638
S -2.53582 1.59425 -0.56521
H 2.25487 -1.12032 -0.07926
H 0.72263 1.45540 -3.41308
O -2.13357 4.34743 -1.00228
C -2.72632 -1.11965 -3.10391
H -2.47853 4.83101 2.27789
C -1.24433 6.52419 -0.37131
H 1.49742 2.09075 4.08655
H -0.62812 5.30492 -2.04766
O -3.23880 -3.42120 0.91014
C 3.11491 -0.68387 -2.96434
H -2.26852 5.96020 -2.19182
N -0.05522 0.09128 1.89469
H 0.18074 0.86394 -4.99684
H -2.25256 -2.15388 2.74506
H 2.60821 -5.18843 1.48884
C -0.46552 -0.66453 4.10890
Sn -0.68941 -0.25455 -0.51386
H 3.49672 -4.92862 2.99734
H -4.74682 -3.63689 -1.07691
O -1.27880 3.54845 1.23916
H -2.65738 1.80822 2.74009
H -1.75797 2.93330 3.77227
H 0.44054 0.47348 5.68239
S 0.53883 3.00973 -0.93165
H -2.16167 6.80854 0.14633
H -0.94825 -1.37985 4.76264
C 1.00032 0.84762 -4.27762
H 5.86561 -3.24008 1.74812
H -0.74578 -2.82061 2.18090
H 5.50826 -1.98977 0.54297
C 0.67894 1.09831 2.38257
N -2.41010 -1.38308 -1.83641
C 5.17625 -2.94338 0.95574
N -1.77766 -1.65447 0.75784
H 1.89264 1.26626 -4.74499
H -0.77863 7.42768 -0.77092
H -2.10157 -0.39915 -3.61843
H 2.65289 -1.04615 -5.89482
C 3.37074 -1.45835 3.09329
C -3.79393 -1.73610 -3.72801
H -3.36089 3.67585 1.27429
H 3.58778 -0.46798 2.68921
C 0.89507 1.26484 3.73534
H -0.55604 6.07937 0.34823
H -5.38615 -3.15485 -3.46867
H 3.51655 -1.60347 -2.53985
```

Calculated values
highest occupied orbital energy (alpha / beta)	-7.573 / -7.629	eV
HOMO-LUMO gap (alpha / beta)	7.886 / 7.343	eV
total energy	-6955.214404	Eh
max |F|	0.28	eV/Å
multiplicity	2

=====

[4]
Entry from the OMol25 dataset: 3 unconnected molecules or ions with the total composition C3H15N3O2 in a non-equilibrium geometry (wB97M-V/def2-TZVPD).

Geometry as XYZ:
```
23
Properties=species:S:1:pos:R:3
O 2.74471 0.86217 -4.24583
O -3.51782 -0.44976 2.45989
H -1.33229 -1.01187 -0.58262
C -0.73021 -0.23485 -1.08715
H -1.51655 1.52099 -0.28136
N 1.43505 -0.94004 1.95740
N -0.56059 0.49805 1.27932
H 1.31292 1.10315 2.20670
H -1.03908 -0.38968 1.35730
H 3.60717 0.95466 -4.65956
H -2.65420 -0.01360 2.52438
H 2.49075 -0.02289 -4.51141
H 2.08609 -0.82568 1.19073
H 0.27431 1.61402 -0.37991
H -1.42855 0.06208 -1.88257
H 0.83413 -1.71920 1.70679
H -3.55543 -0.69925 1.52597
N 0.43783 -0.83351 -1.69924
C -0.57788 0.99096 -0.08119
H 0.64530 -0.33342 -2.55161
C 0.65456 0.22576 2.17156
H 1.26256 -0.83209 -1.11255
H 0.22112 0.34292 3.14978
```

Calculated values
highest occupied orbital energy	-8.582	eV
SMILES string	NCCNCN.O.O
relative energy (zero: lowest compared OMol25 entry of this formula, charge and spin)	0.886	eV
HOMO-LUMO gap	9.196	eV
total energy	-437.994871	Eh
max |F|	2.89	eV/Å

=====

[5]
Entry from the OMol25 dataset: a single C5H6O molecule in a non-equilibrium geometry (wB97M-V/def2-TZVPD).

Geometry as XYZ:
```
12
Properties=species:S:1:pos:R:3
H -0.46438 -2.73436 0.87551
H -1.81636 -1.68610 1.39932
O 0.23895 1.51438 -2.27777
C -1.12260 -1.91392 0.58726
H -1.68085 -2.16179 -0.31775
H 0.15878 2.49540 0.51256
C 0.07449 0.40893 0.56585
C 0.93038 1.17151 -1.35584
C -0.37010 -0.69909 0.42269
H 1.65739 1.66859 0.89583
C 0.77343 1.62002 0.23019
H 1.62087 0.31643 -1.53785
```

Calculated values
highest occupied orbital energy	-9.385	eV
SMILES string	CC#CCC=O
relative energy (zero: lowest compared OMol25 entry of this formula, charge and spin)	2.450	eV
HOMO-LUMO gap	10.253	eV
total energy	-269.256209	Eh
max |F|	1.20	eV/Å

=====

[6]
Entry from the OMol25 dataset: a gas-phase ion, C5H10N3 (charge +1) in a non-equilibrium geometry (wB97M-V/def2-TZVPD).

Geometry as XYZ:
```
18
Properties=species:S:1:pos:R:3
C 1.86055 -1.13121 -0.72422
H -2.54886 -0.07397 1.28537
N 0.77973 -1.74050 -0.12411
N -0.49217 0.91794 -1.05726
H 0.91839 1.10355 0.69264
H 2.58044 1.67916 0.76702
H 2.08608 0.15442 1.73936
H 1.03908 -2.75857 -0.09446
H -1.16466 -2.06550 0.42914
C 1.97806 0.73902 0.82730
H -1.16871 1.69248 -1.27854
C -1.09045 -0.00306 -0.39204
H 3.02910 0.40247 -1.10031
C -0.49604 -1.29389 0.01873
H -3.17348 -0.50980 -0.37458
C -2.50762 0.16099 0.16663
H -2.79707 1.21171 0.01627
N 2.32712 -0.00629 -0.36984
```

Calculated values
highest occupied orbital energy (alpha / beta)	-13.051 / -13.423	eV
relative energy (zero: lowest compared OMol25 entry of this formula, charge and spin)	4.389	eV
HOMO-LUMO gap (alpha / beta)	7.142 / 7.674	eV
total energy	-360.413818	Eh
max |F|	2.74	eV/Å
net charge	+1